# 1
Molecular formula: F2H4N2P
Method: DFT, ωB97M-V with the def2-TZVPD basis set

Geometry (Å):
N 0.187509 0.065953 1.478670
H -0.293524 -0.529952 2.064154
N 0.561787 -0.117728 -1.363278
P -0.284062 0.053214 -0.026979
H -0.099789 -0.232273 -2.152562
F -1.206942 1.458147 -0.288982
H 1.105664 0.201541 1.951522
F -1.449206 -0.947191 -0.059347
H 1.478563 0.048289 -1.603198

Cartesian forces, eV/Å:
3.178 1.005 -0.266
-1.897 -1.658 1.409
-3.160 -0.832 0.581
-3.830 3.686 -1.112
0.739 0.148 0.262
2.493 -3.525 0.758
-0.666 0.466 -1.259
0.676 0.264 -0.100
2.467 0.445 -0.273

Values from the calculation:
E_LUMO ... -4.212 eV
Electronic energy ... -652.8128 a.u.
2S+1 ... 1
Gap between HOMO and LUMO ... 13.2 eV
Charge ... +1
SMILES string ... NP(=[NH2+])(F)F
E_HOMO ... -17.45 eV
Relative energy (zero: lowest compared OMol25 entry of this formula, charge and spin) ... 57.2 kJ/mol


# 2
Molecular formula: C4H5N3O
Method: DFT, ωB97M-V with the def2-TZVPD basis set

Geometry (Å):
H 2.116821 2.110887 -0.081860
H -3.384933 -0.840928 0.261343
H 3.040014 -1.975033 0.210714
N 2.924529 0.307971 0.189248
O -1.445341 -0.582672 0.028206
C 0.717182 0.262078 -0.295180
N 1.087513 -1.141152 -0.260084
H -2.823379 0.742039 0.973903
H -3.265801 0.498733 -0.811559
C -2.737561 -0.003061 0.095252
C 2.360629 -1.070186 -0.014388
C 1.923316 1.093824 -0.016136
N -0.512992 0.597504 -0.279461

Cartesian forces, eV/Å:
-0.407 1.855 0.188
-0.276 -0.573 0.533
-1.217 1.658 -0.704
-0.938 -1.222 -0.382
1.828 3.127 -1.831
-1.317 -2.048 0.389
2.319 1.263 0.334
0.205 -1.194 -1.325
1.852 -0.669 0.936
-1.489 1.754 0.477
0.016 -0.107 1.082
0.689 -2.750 -0.877
-1.266 -1.095 1.180

Values from the calculation:
E_LUMO ... -1.131 eV
Electronic energy ... -394.7860 a.u.
2S+1 ... 1
Gap between HOMO and LUMO ... 9.1 eV
SMILES string ... CO/N=C1/C=NC=N1
E_HOMO ... -10.20 eV
Relative energy (zero: lowest compared OMol25 entry of this formula, charge and spin) ... 476.8 kJ/mol


# 3
Molecular formula: C15H31ClI2NP2Sn
Method: DFT, ωB97M-V with the def2-TZVPD basis set

Geometry (Å):
H 1.705736 2.482842 0.615855
H -1.930264 1.916342 -3.699245
H 3.526836 -0.328558 0.392755
H 4.606936 1.659742 -3.023445
H -3.041564 -2.910958 1.458655
H 0.102136 -2.424258 1.813455
P -1.846464 0.448242 -1.801845
I 0.525636 3.189442 -1.511445
H -3.210964 -3.287158 3.217655
C 3.584336 -0.990658 -2.665245
I 0.525636 -2.268958 -1.328845
H 4.637836 -0.808358 -2.901445
C 1.277536 1.751742 1.248455
H -2.464664 1.426442 0.317855
H -1.232464 -2.071358 3.651455
C -2.481864 -3.055258 2.409955
H -1.809264 -3.933358 2.300155
H 2.966936 1.934742 -3.697345
H -3.194964 -0.920458 3.953955
C -2.513664 1.836042 -2.778545
C 1.560436 2.016242 2.578455
H -3.830264 0.511042 -0.380845
P 2.897936 0.461742 -1.802645
H -2.416064 2.767842 -2.219745
H 0.233736 -0.650258 4.013155
H -1.063264 -1.735658 0.706855
H -2.425564 -1.894858 -2.039545
C 0.126136 -0.296858 1.843755
C -2.636264 -0.727858 3.011655
H -3.575564 -0.827858 -2.910545
Sn 0.525736 0.454242 -1.576145
C -2.523264 -1.007558 -2.666645
H 3.508636 1.449442 0.313755
H -3.565164 1.641742 -3.013745
H 4.881036 0.541442 -0.381345
H 3.013236 -1.142258 -3.584845
C -2.748364 0.514742 -0.215545
Cl 0.523836 0.361342 -3.984045
H 3.462036 2.782542 -2.218545
H 3.484036 -1.879758 -2.041145
H -2.469964 -0.351958 0.390555
C 3.799136 0.537942 -0.216245
N -1.705964 -1.850558 2.746255
C 0.567136 0.609842 0.771055
H -1.945164 -1.159658 -3.581645
H -3.409364 -0.615458 2.230055
C -0.649864 -1.610258 1.704655
H 2.118336 2.904542 2.851255
H 1.419536 1.328742 4.586255
C 0.485636 -0.002758 3.191055
C 1.175036 1.135142 3.548855
C 3.556736 1.852542 -2.780945
H -2.107664 0.236242 3.153755

Cartesian forces, eV/Å:
0.393 0.533 -1.081
-0.184 -0.002 -0.036
0.080 0.109 0.035
-0.193 -0.028 0.101
0.445 0.075 0.689
-0.690 0.233 0.126
-3.928 0.070 -0.589
-0.215 1.992 -0.117
0.542 0.314 -0.518
-0.625 -0.117 0.027
0.268 -1.736 -0.015
-0.197 0.024 0.100
-0.723 -1.337 0.210
-0.070 -0.099 0.035
-0.242 0.336 -0.825
-0.895 -1.799 -0.357
-0.339 0.653 0.072
0.200 0.037 -0.043
0.505 -0.125 -0.581
0.517 0.055 0.094
0.064 0.447 -0.182
0.161 0.008 -0.131
4.196 0.041 -0.284
-0.180 -0.046 -0.051
-0.189 -0.417 0.038
-0.509 0.055 0.170
-0.160 0.028 -0.095
0.590 1.112 0.131
-1.087 1.419 0.880
0.194 0.007 0.074
-0.035 0.021 1.511
0.470 -0.040 0.091
0.275 -0.251 -0.072
0.185 0.010 0.074
-0.173 -0.038 -0.155
0.196 -0.014 -0.036
0.441 0.022 -0.022
-0.038 0.024 -0.408
0.188 -0.057 -0.078
0.188 0.050 -0.048
-0.146 0.287 -0.224
-0.395 0.022 -0.012
0.295 -0.006 0.628
-0.319 -0.836 1.881
-0.178 -0.024 -0.016
0.659 -0.319 0.225
1.748 0.092 -0.204
-0.089 0.037 -0.109
-0.003 -0.095 -0.025
-0.249 0.112 -1.202
0.022 -0.167 0.513
-0.627 0.078 0.053
-0.145 -0.752 -0.243

Values from the calculation:
E_LUMO (spin up / spin down) ... -13.379 / -12.907 eV
Electronic energy ... -2596.4405 a.u.
2S+1 ... 1
Gap between HOMO and LUMO (spin up / spin down) ... 4.8 / 5.3 eV
Charge ... +3
E_HOMO (spin up / spin down) ... -18.15 / -18.25 eV